15 unconnected molecules or ions with the total composition C93H207N9O15 at a distorted geometry. Source: the OMol25 dataset; level of theory: ωB97M-V with the def2-TZVPD basis set.

Results
- Gap between HOMO and LUMO: 8.232 eV
- HOMO energy: -7.92 eV
- Total charge: 0
- Lowest unoccupied orbital energy: 0.012 Eh
- Energy above the lowest of the compared OMol25 structures with the same formula, charge and spin: 0.00 kJ/mol

XYZ file:
```
324
Properties=species:S:1:pos:R:3:forces:R:3
C 0.7659 17.2960 20.9179 0.6 0.1 0.0
C 0.8983 18.5041 20.0033 -1.1 -0.7 0.5
C 0.5976 18.0214 18.5864 -0.3 -0.4 -0.3
C 0.4339 19.1894 17.6875 -0.2 2.1 -1.6
C -0.7577 20.0914 18.0770 0.7 0.3 0.1
C -0.5400 20.5824 19.5080 0.5 -0.5 -0.6
N -0.3007 19.3141 20.3885 1.4 2.5 -0.8
O -0.1005 19.7502 21.7424 -1.3 -0.6 -0.2
C 0.5751 21.6437 19.4206 -0.6 1.5 1.6
C -1.7790 21.2506 20.0686 0.8 -2.0 -0.4
C 2.3019 19.1366 20.1186 -0.3 0.0 -0.2
H 1.5633 16.6252 20.6305 0.3 -0.4 0.3
H -0.1840 16.8030 20.7236 0.0 0.0 0.1
H 0.8390 17.5850 21.9754 0.1 -0.3 -0.3
H 1.4534 17.4079 18.2443 -0.6 -0.1 0.1
H -0.3868 17.4845 18.5248 1.1 -0.1 0.5
H 0.3369 18.9647 16.6196 0.0 -0.5 0.2
H 1.3251 19.8322 17.7246 -0.1 -0.3 -0.1
H -1.7015 19.6073 17.9494 -0.7 -0.9 0.2
H -0.8815 20.9885 17.4373 0.5 -0.4 0.1
H 1.3095 21.5680 18.6526 0.8 -0.7 -0.2
H 0.1631 22.6585 19.1963 -0.4 -0.8 0.2
H 1.0091 21.8120 20.4254 0.3 -0.2 -0.5
H -2.4017 20.3713 20.2223 -0.6 0.4 0.7
H -1.4226 21.7384 20.9586 -0.8 0.6 0.5
H -2.2339 21.8227 19.2892 -0.2 1.0 -0.1
H 2.4702 19.8949 19.3606 0.0 0.1 0.1
H 3.0750 18.3793 19.9322 -0.2 -0.1 0.2
H 2.4949 19.5965 21.0916 -0.1 -0.3 -0.1
H 0.6563 20.3293 21.8271 0.8 0.5 0.0
C 5.3916 17.3029 22.5360 -1.1 0.1 0.5
C 6.1283 16.3616 21.6652 1.2 -1.6 -1.6
C 7.0990 17.1004 20.7068 -1.5 2.4 0.9
C 8.0956 16.2946 20.0042 -0.1 -3.5 -0.6
C 8.8832 15.3758 20.9518 0.4 -0.9 0.7
C 7.9551 14.5328 21.9709 -0.2 1.6 -2.1
N 7.0014 15.5082 22.5211 -0.3 0.2 -0.3
O 6.1442 14.7325 23.3153 -0.7 0.5 2.0
C 7.2421 13.3618 21.2412 1.2 -1.2 -0.1
C 8.7846 14.0089 23.1144 -0.1 -0.4 -0.4
C 5.0501 15.6761 20.7849 1.6 -0.2 -1.4
H 4.4816 16.8987 23.0337 0.3 0.0 -0.9
H 5.1367 18.1467 21.9027 -0.3 0.5 0.3
H 5.9792 17.5647 23.3786 0.9 0.8 0.7
H 6.3991 17.6164 20.0225 0.5 0.0 -0.1
H 7.5833 17.9083 21.2698 0.1 0.0 0.2
H 8.8369 16.7547 19.3671 -0.2 0.8 -0.2
H 7.4922 15.5855 19.3572 0.8 0.7 0.2
H 9.7081 15.9325 21.4696 -1.0 -0.2 0.1
H 9.4732 14.6542 20.3551 -0.4 0.1 0.1
H 8.0616 12.6407 21.0062 -0.5 0.4 -0.1
H 6.5706 12.7466 21.8803 0.2 0.8 -0.3
H 6.7644 13.5869 20.2756 0.1 0.1 0.6
H 8.1497 13.4188 23.7743 0.2 -0.3 0.0
H 9.5925 13.4262 22.6675 0.0 -0.2 0.4
H 9.1944 14.8218 23.6813 0.3 0.5 0.3
H 4.5807 14.8960 21.3094 -1.1 -0.6 1.0
H 5.4980 15.1319 19.9122 -0.3 0.8 0.5
H 4.3416 16.4331 20.4067 0.2 -0.4 0.3
H 6.2277 15.1784 24.1945 -0.2 -0.7 -0.5
C -5.0894 25.1656 29.6944 0.6 0.2 -0.2
C -3.5570 25.1689 29.5275 -0.5 -0.7 -0.4
C -3.0475 26.1607 30.5262 0.2 0.9 1.0
C -1.5456 26.0414 30.8018 -0.3 -0.5 -0.7
C -1.3446 24.6362 31.3714 0.0 0.3 -0.7
C -1.8262 23.4996 30.4099 0.6 -0.3 0.3
N -3.1426 23.8394 29.8962 0.4 -1.2 -0.5
O -3.4473 22.8465 28.8986 0.4 1.2 -0.6
C -0.7149 23.2804 29.3030 -1.9 1.6 0.6
C -2.0777 22.2765 31.2770 0.5 -1.5 -0.4
C -3.1667 25.6430 28.0804 -0.8 0.3 1.7
H -5.5154 24.5462 28.8900 -0.3 0.5 0.4
H -5.3164 26.2386 29.6495 -0.9 -0.4 -0.3
H -5.3532 24.7770 30.6990 0.1 0.1 -0.7
H -3.4176 27.1133 30.1204 0.6 0.2 0.3
H -3.5609 26.0643 31.5215 0.3 -0.2 -0.9
H -1.2352 26.7502 31.5441 0.1 0.5 0.4
H -0.9010 26.2092 29.9250 -0.3 0.0 0.0
H -1.9403 24.6558 32.2756 -0.1 -0.5 0.4
H -0.2922 24.5189 31.6512 -0.1 -0.4 -0.1
H -0.4399 24.3114 29.1681 0.9 0.4 -0.7
H 0.1257 22.7244 29.6490 0.4 -0.6 0.2
H -1.1145 22.9348 28.3475 0.4 -0.4 0.2
H -2.3628 21.2792 30.7699 0.5 1.8 0.5
H -1.1408 22.1448 31.8169 0.0 -0.5 0.4
H -2.8559 22.5582 31.9720 -0.2 -0.2 0.3
H -3.9783 26.3412 27.8629 0.3 0.1 -0.6
H -3.2082 24.8058 27.4110 0.0 -0.2 -0.6
H -2.2080 26.1671 28.0952 0.0 -0.2 -0.2
H -2.7910 23.0167 28.1641 -1.0 -0.5 0.8
C 4.8678 16.9722 27.1889 0.2 -0.8 0.0
C 6.4039 17.0482 27.3936 -0.6 -0.1 0.8
C 6.7402 17.5908 28.8119 0.1 -0.4 -0.2
C 8.2343 17.3947 29.1358 0.5 1.5 0.2
C 8.6562 15.9505 29.0303 0.0 0.7 0.0
C 8.4752 15.5123 27.5989 -0.4 -0.9 -0.5
N 6.9928 15.6898 27.3871 -0.5 0.1 -0.4
O 6.5005 15.0972 26.1615 0.9 0.4 -0.1
C 9.5072 16.2066 26.6409 0.1 0.0 -0.7
C 8.7625 14.0042 27.4650 2.4 1.2 0.2
C 6.9380 17.9221 26.2737 0.4 0.8 -1.4
H 4.2906 17.8401 27.4656 0.4 0.9 0.1
H 4.4164 16.2065 27.8055 0.1 -0.6 0.1
H 4.6273 16.7507 26.1458 0.1 0.0 0.2
H 6.3682 18.6184 28.7675 0.5 0.2 0.5
H 6.2009 17.0505 29.6382 0.0 0.3 -1.1
H 8.4601 17.6813 30.1563 -0.3 0.4 0.4
H 8.9198 18.0516 28.5427 -0.7 -0.5 0.1
H 8.0451 15.3964 29.7419 0.0 -0.5 -0.2
H 9.6991 15.8723 29.3320 0.1 -0.2 0.0
H 10.3069 15.5045 26.3842 -0.2 -0.2 0.1
H 9.0620 16.4992 25.6702 0.1 -0.2 0.6
H 10.0827 17.0606 27.0285 -0.7 0.0 0.2
H 8.7600 13.7352 26.4503 -0.2 -0.4 -1.7
H 9.8424 13.8520 27.7439 -1.0 0.1 0.1
H 8.1742 13.3062 27.9760 -1.2 -0.6 1.2
H 6.4093 18.8956 26.1115 0.3 -0.7 0.6
H 6.8829 17.4351 25.2732 -0.3 -0.1 0.7
H 8.0039 18.0959 26.3687 0.1 0.5 0.3
H 6.6586 14.1687 26.3113 -0.2 -0.6 0.0
C 1.5562 11.3702 22.5076 -0.2 0.7 0.1
C 2.2203 12.7097 22.0454 -0.9 -0.8 -0.5
C 1.1813 13.7188 21.5190 -0.6 -1.6 1.5
C 0.3863 14.2785 22.7017 0.7 1.9 -0.2
C 1.2873 14.9217 23.7907 -1.9 -2.3 1.9
C 2.3213 13.9093 24.3093 0.8 -0.1 -0.6
N 2.9418 13.3417 23.0889 2.2 1.2 1.0
O 4.1562 12.5772 23.3853 -1.6 0.0 0.5
C 3.4222 14.6021 25.1739 -0.7 0.2 -0.8
C 1.7138 12.8475 25.2321 -0.9 0.2 0.6
C 3.1898 12.4279 20.9203 -0.7 -1.8 0.5
H 0.6145 11.5552 23.0426 0.3 -0.1 -0.1
H 2.2487 10.8506 23.1537 0.2 -0.1 0.4
H 1.3294 10.6813 21.7131 -0.1 -0.1 -0.7
H 1.6790 14.4555 20.9169 0.1 0.5 -0.1
H 0.5068 13.1105 20.9147 -0.1 0.3 -0.4
H -0.2781 13.5952 23.1509 -0.5 -1.4 0.5
H -0.3035 15.0268 22.3323 -0.1 0.5 -0.2
H 0.7082 15.1172 24.7525 0.1 0.2 -1.3
H 1.6562 15.8303 23.4399 1.2 1.5 -0.5
H 4.1025 13.8137 25.5010 -0.1 0.3 0.5
H 4.0286 15.3101 24.5871 -0.4 -0.2 0.0
H 2.9255 15.1701 25.9987 0.5 -0.7 -0.5
H 0.8560 12.2695 24.8287 0.6 0.6 0.3
H 2.5003 12.1691 25.5246 0.2 -0.5 -0.1
H 1.4087 13.3313 26.1843 -0.1 -0.2 -0.5
H 2.6461 11.8977 20.1434 0.1 -0.2 -0.2
H 4.0175 11.8488 21.3146 0.0 -0.3 -0.4
H 3.5550 13.3074 20.5085 0.7 1.7 -0.7
H 4.8072 13.2648 23.2751 0.8 0.5 -0.1
C -4.0195 16.6168 27.0465 0.9 1.8 0.3
C -2.8831 16.5451 28.1320 -1.0 -0.6 -1.9
C -1.8481 15.5586 27.6005 0.7 0.2 -0.4
C -0.5549 15.6467 28.3793 0.3 -1.5 0.8
C -0.0562 17.0525 28.3774 2.6 -0.3 0.2
C -0.9647 18.0964 28.8471 -1.5 1.7 0.9
N -2.2411 17.8789 28.1404 0.1 -0.8 -0.4
O -3.2164 18.7875 28.5151 -0.5 0.0 2.0
C -1.0614 18.0889 30.3817 1.3 -0.2 0.4
C -0.3862 19.4776 28.4578 -0.3 0.5 -0.7
C -3.5074 15.9802 29.3785 -0.2 -0.7 1.1
H -3.5907 17.2955 26.2929 -0.2 -0.8 -0.5
H -4.9376 17.1349 27.3118 0.0 0.1 0.8
H -4.3489 15.6594 26.7175 0.3 -0.9 -0.6
H -2.2692 14.5489 27.6106 0.1 0.1 -0.2
H -1.5371 15.8504 26.5868 -0.6 -0.2 -0.1
H 0.2378 15.0023 27.9449 -0.5 0.2 0.0
H -0.6815 15.2287 29.3995 0.0 0.4 -0.3
H 0.2450 17.3202 27.3620 0.1 -0.1 -0.1
H 0.8529 17.1504 29.0330 -0.4 -0.2 -0.7
H -0.0646 18.4781 30.7272 -0.8 -0.1 0.0
H -1.8446 18.7324 30.8099 0.1 -0.5 -0.3
H -1.0586 17.0450 30.7386 -0.5 0.5 0.2
H 0.6079 19.6911 28.9003 -0.4 -0.4 0.1
H -0.2324 19.5387 27.3566 -0.4 0.0 0.7
H -1.0623 20.2968 28.7809 0.3 -0.5 -0.3
H -4.0434 14.9873 29.2395 1.0 1.1 -0.2
H -4.2737 16.6293 29.7725 -0.1 0.5 0.2
H -2.7230 15.8645 30.1304 -0.3 -0.3 0.2
H -3.3116 19.3731 27.7907 0.1 1.1 -1.3
C 0.6582 28.5515 21.1962 -0.4 2.1 -0.6
C 0.7522 27.1203 20.8536 -0.3 -1.4 -0.5
C 0.0026 26.2673 21.8967 0.1 -0.1 -0.6
C -1.5111 26.2429 21.6527 0.1 0.7 2.2
C -1.7507 25.6715 20.3466 0.1 0.4 -2.3
C -1.1837 26.5432 19.2029 -0.5 0.7 0.1
N 0.2215 26.8043 19.5062 0.5 -0.5 -0.3
O 0.7932 27.7092 18.5548 -0.1 -0.2 0.0
C -1.3231 25.7608 17.9095 0.1 1.8 -0.6
C -2.0723 27.8123 18.9924 1.5 1.0 1.1
C 2.2212 26.6888 20.8875 -0.9 0.2 -0.4
H 1.1235 28.7073 22.1632 0.1 0.2 0.2
H -0.4148 28.8980 21.2686 1.2 -0.1 -0.2
H 1.2490 29.1257 20.4192 -1.0 -0.3 0.9
H 0.4231 25.2390 21.8987 -0.5 0.4 -0.1
H 0.2612 26.6846 22.8557 0.0 0.1 0.5
H -1.9829 27.2595 21.6403 0.5 -0.6 0.6
H -1.9690 25.6233 22.4532 0.0 0.5 -0.4
H -2.7785 25.5964 20.0852 -1.2 -0.3 0.1
H -1.3326 24.6989 20.2770 0.5 -1.1 -0.1
H -0.8930 24.8176 18.0042 0.9 -1.7 0.0
H -2.3736 25.6507 17.7392 -0.7 -0.3 -0.2
H -0.9341 26.3054 17.0203 0.0 -0.3 0.7
H -1.5727 28.4720 18.2566 -0.5 -0.6 -0.1
H -3.0912 27.5266 18.6972 0.3 0.4 0.2
H -2.0152 28.4677 19.9082 -0.7 -0.8 -0.7
H 2.8283 27.1662 20.1238 0.2 0.4 0.3
H 2.2310 25.6502 20.6815 0.1 -1.2 -0.3
H 2.5604 26.7940 21.8979 0.7 0.4 0.5
H 1.4125 27.1508 18.0692 -0.1 0.1 0.0
C 3.1955 19.0514 24.4129 1.8 -1.0 -0.6
C 2.2497 20.0319 24.9706 -0.2 2.2 0.8
C 2.6120 20.2998 26.4791 -1.8 0.7 -0.4
C 1.9526 21.6099 27.0041 -0.5 0.5 0.6
C 2.2974 22.9119 26.1828 -1.3 -2.3 -0.6
C 2.0223 22.6922 24.6779 -0.1 -0.9 -0.2
N 2.5867 21.3315 24.2704 -0.4 0.4 -0.5
O 2.2220 21.1588 22.8595 -2.2 0.4 1.9
C 0.5216 22.7441 24.3712 0.0 0.3 1.1
C 2.7874 23.7411 23.8499 -1.4 0.6 0.5
C 0.8498 19.4579 24.7970 0.5 -1.1 0.2
H 4.2672 19.3764 24.5151 -0.9 -0.3 0.1
H 3.0189 18.9038 23.3432 -0.1 0.0 0.1
H 3.0414 18.0786 24.8902 0.2 0.0 0.1
H 2.2348 19.4818 27.1153 0.3 0.0 -0.4
H 3.6725 20.3201 26.5118 1.1 0.2 0.4
H 2.1609 21.8143 28.1003 0.2 -0.4 -1.1
H 0.8451 21.4285 27.0384 0.8 0.3 -0.4
H 3.3158 23.1668 26.3303 1.0 0.3 0.2
H 1.6470 23.7161 26.4952 0.0 0.4 0.3
H 0.0165 23.6734 24.6131 0.4 0.7 -0.2
H 0.3127 22.4906 23.3652 -0.1 -0.2 -1.1
H -0.0232 22.0554 24.9897 -0.1 -0.6 0.3
H 2.3874 23.8047 22.8385 0.2 -0.3 -0.2
H 2.6146 24.7550 24.2774 0.2 -0.6 0.0
H 3.8320 23.5160 23.8621 0.7 -0.1 -0.1
H 0.7804 18.7292 25.6124 -0.2 -0.3 -0.3
H 0.7397 18.9059 23.8389 -0.1 0.7 0.6
H 0.0551 20.1373 24.9897 -0.6 0.6 -0.2
H 3.0392 21.0457 22.4443 2.5 -0.1 -1.2
C 2.1972 21.9468 34.0454 -0.7 0.4 0.5
C 2.8549 21.5392 32.7976 1.2 -1.2 -1.4
C 4.1841 22.3066 32.6896 -0.2 -0.7 -0.8
C 5.1296 21.6995 31.6470 -0.4 -0.2 0.9
C 5.3488 20.1883 31.9567 -0.5 1.9 -0.8
C 4.0150 19.4490 31.9619 -0.1 -1.8 0.2
N 3.1685 20.0943 32.9443 -0.1 0.4 -0.2
O 2.0148 19.2971 33.1570 -0.9 1.0 -0.7
C 3.4988 19.2470 30.4893 -0.4 0.2 -0.3
C 4.2338 18.0124 32.5507 -0.7 0.2 0.1
C 2.0687 21.9354 31.5242 -0.3 -1.2 -0.1
H 1.2255 21.4645 34.0984 -0.1 0.1 0.4
H 2.0789 23.0073 33.8952 -0.4 0.7 0.7
H 2.8191 21.7298 34.9299 -0.4 0.0 -0.4
H 3.9112 23.3247 32.4421 0.1 0.4 -0.1
H 4.6216 22.3156 33.6616 0.6 0.0 0.8
H 6.0498 22.2820 31.6050 0.2 -0.2 0.1
H 4.6758 21.7925 30.6735 -0.1 0.0 -0.5
H 5.9150 20.1184 32.8688 0.0 -0.4 0.6
H 5.9435 19.8385 31.1462 0.7 -0.7 -0.5
H 3.2202 20.1821 29.9589 0.4 -0.5 0.3
H 4.3616 18.8039 29.9668 -0.5 0.1 -0.1
H 2.6202 18.5567 30.3308 0.9 0.5 0.6
H 4.7942 18.0899 33.4718 0.3 0.1 0.2
H 3.2849 17.4977 32.8409 0.8 0.5 -0.7
H 4.7853 17.4097 31.8464 0.2 -0.3 -0.2
H 2.7023 21.8869 30.6391 0.0 0.3 0.1
H 1.6415 22.9007 31.6417 -0.1 1.2 0.1
H 1.2001 21.3259 31.2678 -0.1 -0.5 0.3
H 1.3875 19.4974 32.4179 0.5 -0.3 0.5
C -0.0606 27.6946 25.5806 0.3 1.2 -2.0
C -1.3166 27.1225 24.9998 -0.3 -1.5 2.1
O -1.4480 25.6759 25.1041 0.9 1.2 -1.6
H 0.8135 27.1643 25.2034 0.1 0.0 -0.2
H -0.0161 27.6056 26.6231 0.0 0.3 1.7
H -0.0283 28.7783 25.1881 0.2 -1.4 1.0
H -1.3118 27.3065 23.9936 -0.3 0.6 -2.5
H -2.1904 27.5743 25.4601 -0.2 0.2 0.0
H -1.7462 25.5072 25.9672 -0.6 -0.6 1.8
C 5.0548 25.8174 27.9746 0.3 1.4 -1.5
C 4.3891 25.1901 29.1258 -2.2 -0.6 0.6
O 3.3615 24.2706 28.5950 1.4 1.4 -0.7
H 4.3027 26.4068 27.4063 0.3 -0.5 0.2
H 5.5445 25.1336 27.2737 -0.2 -0.2 0.3
H 5.8082 26.5625 28.2556 0.0 -0.2 0.3
H 3.9208 25.9831 29.7718 0.3 -0.7 -0.5
H 5.0161 24.5819 29.7389 0.8 -0.2 0.5
H 2.8051 23.9756 29.2913 -0.7 -0.3 1.1
C -3.1627 22.0464 24.2456 2.0 0.4 -0.4
C -2.9350 20.8227 25.1269 -0.7 0.2 -0.6
O -2.8941 21.1777 26.5128 -0.9 -0.1 0.2
H -2.9946 21.8560 23.1701 -0.2 -0.3 0.4
H -2.4332 22.8644 24.4818 -0.5 -0.6 0.1
H -4.1354 22.4564 24.3630 -1.0 0.3 0.2
H -1.9866 20.3603 24.9852 0.7 -0.3 -0.6
H -3.7126 20.0646 24.8797 0.5 0.3 0.5
H -3.8017 21.4253 26.7281 0.1 0.2 0.4
C 4.7961 22.4761 19.4971 0.3 1.3 -0.5
C 5.4458 22.1507 20.8594 -0.3 0.1 -0.5
O 4.7362 21.0059 21.4091 1.7 0.7 0.6
H 5.4364 23.1650 18.9042 -0.2 0.0 0.6
H 3.7742 22.9501 19.4912 1.0 -0.5 0.6
H 4.7411 21.6310 18.8257 -0.1 -0.7 0.3
H 5.5148 23.0392 21.5363 -0.9 -0.5 -0.3
H 6.5272 21.9174 20.7750 -0.5 -0.3 -0.5
H 5.4190 20.6398 22.0298 -1.0 0.0 -0.1
C -3.1357 16.3318 22.7392 1.1 1.5 1.8
C -2.1269 17.4793 22.8733 0.0 0.4 0.5
O -2.7626 18.7790 22.6802 0.8 -0.9 0.5
H -2.5969 15.4331 22.4405 -0.5 -0.1 -0.1
H -3.8121 16.7675 22.0329 -0.8 -0.6 -0.6
H -3.5890 16.2478 23.7468 -0.2 -0.5 -0.7
H -1.4309 17.4512 22.0959 0.9 -0.5 -1.4
H -1.4361 17.4494 23.7519 -1.0 0.1 0.1
H -1.9989 19.2161 22.2703 -0.5 0.8 0.1
C 6.4904 22.1025 24.6807 -1.4 -0.9 -0.2
C 7.4268 21.0667 24.0803 1.0 1.9 0.6
O 6.6454 20.1760 23.3707 -1.3 -0.6 -0.5
H 5.9983 22.7133 23.9109 0.4 0.0 0.1
H 6.9432 22.7139 25.4312 0.5 0.5 0.3
H 5.6500 21.5747 25.1764 0.4 0.1 -0.2
H 8.0353 20.6428 24.8899 -0.2 -0.5 -0.2
H 8.1251 21.6001 23.4156 0.0 -0.2 0.0
H 7.0829 19.3985 23.0377 0.6 -0.3 0.0
```
Positions in Å, forces in eV/Å.

---

C4H8N2O in the gas phase. Source: the OMol25 dataset; level of theory: ωB97M-V with the def2-TZVPD basis set.

Results
- Gap between HOMO and LUMO: 8.853 eV
- HOMO energy: -8.75 eV
- Total charge: 0
- Lowest unoccupied orbital energy: 0.004 Eh
- Energy above the lowest of the compared OMol25 structures with the same formula, charge and spin: 357.74 kJ/mol

XYZ file:
```
15
Properties=species:S:1:pos:R:3:forces:R:3
C 0.0290 0.6300 2.1899 0.0 0.0 -0.1
C 0.1039 0.9005 0.7311 0.2 -0.2 0.2
C 1.0857 0.0209 0.0241 0.1 0.1 -0.1
N 0.0282 -0.9188 -0.3668 -0.1 -0.2 -0.2
C -0.6556 -0.7902 -1.5855 -0.1 0.0 -0.1
O -1.0337 -1.7790 -2.1874 0.1 0.3 0.2
N -0.8157 0.5004 -1.9981 -0.1 0.0 0.0
H 0.9701 0.3158 2.6686 -0.1 0.1 -0.1
H -0.4413 1.4509 2.7408 0.1 -0.1 -0.1
H -0.6681 -0.2176 2.2620 0.0 0.1 0.1
H 1.5673 0.4596 -0.8566 0.0 0.0 0.2
H 1.8213 -0.5259 0.6329 -0.1 0.2 0.0
H 0.2135 -1.8942 -0.1693 -0.1 0.2 0.1
H -0.7978 1.2262 -1.2805 0.0 -0.2 -0.1
H -1.4071 0.6215 -2.8054 0.1 0.0 0.1
```
Positions in Å, forces in eV/Å.